[1]
A molecular structure, C19H23BN3O4Pd, computed with ωB97M-V/def2-TZVPD.

Output
spin multiplicity = 3
charge = -1
HOMO (alpha / beta) = -2.196 / -4.292 eV
lowest unoccupied orbital energy (alpha / beta) = 2.62 / 2.26 eV
gap between HOMO and LUMO (alpha / beta) = 4.81 / 6.55 eV

CARTESIAN COORDINATES (ANGSTROEM)
Pd (-1.214, 0.701, 0.808)
C (-5.294, 2.495, -0.383)
C (-4.052, 1.741, -0.005)
N (-2.908, 2.342, 0.258)
O (-2.959, 3.768, 0.180)
C (-4.061, 0.329, 0.076)
C (-5.241, -0.503, -0.350)
N (-2.973, -0.250, 0.557)
O (-2.771, -1.514, 0.632)
H (-5.258, 3.494, 0.046)
H (-6.180, 1.980, -0.019)
H (-5.370, 2.606, -1.466)
H (-2.059, 4.035, 0.401)
H (-5.728, -0.082, -1.227)
H (-5.978, -0.586, 0.453)
H (-4.881, -1.505, -0.575)
C (-0.231, -0.180, -3.729)
C (0.636, 0.780, -2.904)
C (1.121, 1.920, -3.798)
O (-0.188, 1.295, -1.849)
B (0.057, 0.562, -0.707)
O (1.119, -0.283, -0.881)
C (1.762, 0.029, -2.114)
C (2.948, 0.946, -1.775)
C (2.280, -1.248, -2.771)
H (-1.121, 0.350, -4.065)
H (-0.551, -1.011, -3.104)
H (0.312, -0.553, -4.594)
H (0.287, 2.306, -4.379)
H (1.886, 1.555, -4.480)
H (1.525, 2.734, -3.205)
H (2.582, 1.880, -1.357)
H (3.562, 1.150, -2.649)
H (3.555, 0.459, -1.016)
H (1.482, -1.973, -2.904)
H (3.039, -1.696, -2.134)
H (2.721, -1.014, -3.739)
N (4.902, -4.349, 6.450)
C (4.290, -3.630, 5.786)
C (3.533, -2.764, 4.993)
C (3.904, -2.485, 3.665)
C (3.130, -1.660, 2.890)
C (1.944, -1.092, 3.395)
C (1.588, -1.365, 4.730)
C (2.366, -2.177, 5.514)
C (1.112, -0.304, 2.586)
C (0.403, 0.483, 1.966)
H (4.799, -2.946, 3.267)
H (3.403, -1.453, 1.865)
H (0.681, -0.928, 5.124)
H (2.093, -2.387, 6.539)

Mulliken population analysis, charges in e, atoms 1 to 2: number 1, Pd, carries -0.413; number 2, C, carries -1.458

[2]
12 unconnected molecules or ions with the total composition C11H44F2NO15S2, computed with ωB97M-V/def2-TZVPD.

Output
spin multiplicity = 1
charge = -1
HOMO = -7.318 eV
lowest unoccupied orbital energy = 2.29 eV
gap between HOMO and LUMO = 9.61 eV

CARTESIAN COORDINATES (ANGSTROEM)
N (0.801, -0.427, 0.652)
S (0.725, 0.782, -0.212)
O (-0.524, 1.531, -0.108)
O (1.430, 0.740, -1.514)
F (1.684, 1.733, 0.682)
S (-0.179, -1.345, -0.400)
O (0.523, -2.489, -0.943)
O (-1.184, -0.826, -1.326)
F (-1.098, -1.970, 0.772)
C (-0.353, -4.244, -3.589)
O (0.078, -4.578, -4.853)
H (-1.308, -4.729, -3.388)
H (0.258, -4.613, -2.766)
H (-0.619, -3.194, -3.469)
H (-0.354, -4.062, -5.538)
C (1.831, -3.150, 1.887)
O (2.587, -2.055, 1.489)
H (0.877, -3.289, 1.380)
H (2.234, -4.113, 1.575)
H (1.568, -3.049, 2.940)
H (2.035, -1.340, 1.165)
C (-1.365, -3.930, 3.823)
O (-0.845, -5.200, 3.754)
H (-1.143, -3.348, 2.928)
H (-2.448, -3.860, 3.718)
H (-1.061, -3.370, 4.707)
H (-0.861, -5.481, 2.836)
C (-3.634, 2.318, -1.773)
O (-4.646, 3.049, -1.089)
H (-3.891, 1.270, -1.620)
H (-3.591, 2.594, -2.826)
H (-2.647, 2.520, -1.356)
H (-4.690, 2.643, -0.220)
C (4.209, 4.137, 2.263)
O (2.911, 3.543, 2.380)
H (4.028, 5.142, 1.882)
H (4.815, 4.328, 3.149)
H (4.834, 3.595, 1.553)
H (2.549, 3.825, 1.536)
C (1.159, 4.257, -1.081)
O (2.251, 4.473, -0.213)
H (1.350, 3.429, -1.764)
H (0.295, 3.888, -0.528)
H (0.969, 5.190, -1.610)
H (3.021, 4.633, -0.764)
C (-4.601, -1.067, -0.144)
O (-4.327, -2.312, 0.522)
H (-5.017, -1.290, -1.127)
H (-5.271, -0.370, 0.359)
H (-3.688, -0.473, -0.173)
H (-3.856, -2.032, 1.310)
C (-2.438, 4.071, 1.741)
O (-3.741, 3.614, 1.727)
H (-1.675, 3.320, 1.944)
H (-2.082, 4.530, 0.819)
H (-2.288, 4.852, 2.486)
H (-4.205, 4.453, 1.685)
C (2.378, 1.417, -4.415)
O (1.244, 1.914, -5.124)
H (3.256, 1.735, -4.977)
H (2.409, 1.869, -3.423)
H (2.372, 0.328, -4.375)
H (1.351, 2.868, -5.116)
C (4.148, -3.938, -1.026)
O (4.504, -3.856, 0.281)
H (3.063, -3.991, -1.115)
H (4.469, -3.063, -1.592)
H (4.558, -4.782, -1.581)
H (4.050, -3.069, 0.591)
C (-1.487, 0.234, 2.887)
O (-0.310, -0.593, 3.051)
H (-1.176, 1.264, 2.710)
H (-2.119, -0.048, 2.045)
H (-2.133, 0.094, 3.753)
H (0.027, -0.638, 2.153)

Mulliken population analysis, charges in e, atoms 1 to 2: number 1, N, carries 0.209; number 2, S, carries 0.175

[3]
2 unconnected molecules or ions with the total composition C22H27BN3O14S2, computed with ωB97M-V/def2-TZVPD.

Output
spin multiplicity = 1
charge = -1
HOMO = -3.276 eV
lowest unoccupied orbital energy = -1.70 eV
gap between HOMO and LUMO = 1.58 eV

CARTESIAN COORDINATES (ANGSTROEM)
C (-4.148, -3.344, -3.607)
C (-4.670, -1.779, -3.408)
O (-3.589, -0.807, -3.648)
C (-3.703, 0.381, -2.789)
C (-2.666, 0.372, -1.489)
O (-2.514, -1.038, -1.097)
C (-1.148, -1.354, -0.653)
C (0.057, -1.584, -1.788)
C (-0.427, -1.373, -3.359)
O (-0.931, -2.481, -3.965)
O (-0.384, -0.098, -4.095)
C (1.602, -1.992, -1.335)
S (2.965, -2.314, -2.628)
C (2.291, -3.236, -4.161)
O (3.521, -0.894, -2.992)
O (4.091, -3.272, -2.074)
C (1.873, -2.098, 0.312)
O (3.240, -2.456, 0.723)
C (4.197, -1.360, 0.510)
N (4.969, -0.340, 0.252)
N (0.754, -1.882, 1.353)
C (1.064, -2.043, 2.824)
C (0.930, -0.684, 3.726)
C (1.819, 0.597, 3.193)
O (3.128, 0.378, 2.997)
N (1.094, 1.913, 3.034)
C (1.327, 2.574, 1.700)
C (2.087, 1.949, 0.393)
C (2.315, 2.784, -1.034)
C (1.705, 4.323, -1.119)
C (0.883, 5.006, 0.134)
C (0.720, 4.119, 1.528)
C (-0.697, -1.551, 0.946)
C (-1.934, -1.366, 2.034)
B (-2.527, 0.165, 2.125)
O (-1.634, 1.287, 1.774)
O (-3.932, 0.528, 2.495)
H (-5.083, -4.034, -3.464)
H (-3.655, -3.506, -4.681)
H (-3.322, -3.620, -2.807)
H (-5.155, -1.697, -2.325)
H (-5.539, -1.620, -4.210)
H (-4.809, 0.465, -2.358)
H (-3.503, 1.404, -3.342)
H (-3.155, 1.062, -0.679)
H (-1.608, 0.837, -1.741)
H (0.272, 0.479, -3.580)
H (1.869, -2.387, -4.877)
H (3.223, -3.695, -4.704)
H (1.450, -4.004, -3.892)
H (0.248, -2.804, 3.249)
H (2.102, -2.525, 3.067)
H (1.374, -0.954, 4.801)
H (-0.165, -0.317, 3.923)
H (1.456, 2.541, 3.785)
H (2.510, 0.860, 0.467)
H (2.911, 2.249, -1.899)
H (1.865, 4.952, -2.118)
H (0.395, 6.082, 0.123)
H (0.129, 4.619, 2.417)
H (-1.699, -1.787, 3.100)
H (-2.823, -2.040, 1.609)
H (-2.056, 1.867, 1.074)
H (-4.120, 1.325, 1.882)
O (2.751, 2.620, 6.849)
S (3.031, 3.843, 6.075)
O (2.727, 5.027, 6.898)
O (2.194, 3.859, 4.862)
O (4.454, 3.865, 5.689)

Mulliken population analysis, charges in e, atoms 1 to 2: number 1, C, carries -0.842; number 2, C, carries -0.229

[4]
2 unconnected molecules or ions with the total composition C7H5BClF2NO5, computed with ωB97M-V/def2-TZVPD.

Output
spin multiplicity = 1
HOMO = -9.324 eV
lowest unoccupied orbital energy = -1.99 eV
gap between HOMO and LUMO = 7.34 eV

CARTESIAN COORDINATES (ANGSTROEM)
O (1.567, 0.930, 3.543)
C (1.354, 0.127, 2.471)
C (2.196, 0.079, 1.386)
C (1.896, -0.792, 0.348)
C (0.760, -1.580, 0.411)
C (-0.059, -1.473, 1.508)
Cl (-1.500, -2.359, 1.671)
N (0.245, -0.633, 2.519)
H (2.080, 0.421, 4.184)
H (3.067, 0.705, 1.353)
H (2.545, -0.862, -0.507)
H (0.468, -2.244, -0.382)
H (-0.380, -0.576, 3.313)
B (-2.616, 1.498, -2.686)
O (-1.259, 2.095, -2.429)
C (-0.407, 1.135, -2.191)
O (0.765, 1.259, -1.923)
C (-1.144, -0.203, -2.273)
O (-0.618, -1.274, -2.080)
O (-2.397, 0.013, -2.549)
F (-3.047, 1.803, -3.957)
F (-3.515, 1.931, -1.730)

Mulliken population analysis, charges in e, atoms 1 to 2: number 1, O, carries -0.504; number 2, C, carries 0.241

[5]
2 unconnected molecules or ions with the total composition C4H10O3, computed with ωB97M-V/def2-TZVPD.

Output
spin multiplicity = 1
HOMO = -10.065 eV
SMILES = C[C@@H](O)CC=O.O
lowest unoccupied orbital energy = 0.62 eV
gap between HOMO and LUMO = 10.68 eV

CARTESIAN COORDINATES (ANGSTROEM)
C (0.414, -1.515, -0.405)
C (0.044, -0.478, 0.575)
O (1.028, 0.488, 0.778)
C (-1.125, 0.416, 0.189)
C (-2.051, 0.823, 1.430)
O (-3.276, 1.152, 1.456)
H (0.916, -1.131, -1.314)
H (-0.556, -1.958, -0.477)
H (0.986, -2.334, -0.007)
H (-0.239, -0.796, 1.568)
H (1.867, 0.178, 0.695)
H (-0.619, 1.227, -0.194)
H (-1.673, -0.145, -0.493)
H (-1.330, 0.972, 2.368)
O (2.147, 1.214, -2.052)
H (1.626, 1.127, -1.320)
H (1.841, 0.761, -2.796)

Mulliken population analysis, charges in e, atoms 1 to 2: number 1, C, carries -1.216; number 2, C, carries 0.208

[6]
A single C16H20N4O4S2 molecule, computed with ωB97M-V/def2-TZVPD.

Output
spin multiplicity = 1
HOMO = -8.447 eV
SMILES = CCOC(=O)Cc1cnc(NC(=O)CSc2nc(C)c(CC)c(=O)[nH]2)s1
lowest unoccupied orbital energy = 0.44 eV
gap between HOMO and LUMO = 8.89 eV

CARTESIAN COORDINATES (ANGSTROEM)
C (-2.015, -4.436, -2.256)
C (-1.858, -2.995, -1.811)
O (-0.891, -2.359, -2.657)
C (-0.883, -1.033, -2.685)
O (-1.647, -0.334, -2.071)
C (0.268, -0.515, -3.535)
C (1.330, -0.135, -2.557)
C (2.178, -0.961, -1.886)
N (2.941, -0.372, -0.934)
C (2.682, 0.889, -0.856)
N (3.229, 1.705, 0.103)
C (2.692, 2.936, 0.368)
O (2.029, 3.538, -0.442)
C (3.080, 3.511, 1.718)
S (3.053, 2.250, 3.031)
C (1.529, 1.468, 2.613)
N (0.828, 1.988, 1.672)
C (-0.326, 1.370, 1.281)
C (-1.069, 2.086, 0.207)
C (-0.730, 0.192, 1.844)
C (-1.978, -0.534, 1.438)
C (-3.191, -0.031, 2.224)
C (0.044, -0.402, 2.913)
O (-0.191, -1.432, 3.508)
N (1.193, 0.339, 3.263)
S (1.493, 1.496, -1.969)
H (-2.370, -4.478, -3.282)
H (-1.060, -4.951, -2.197)
H (-2.730, -4.939, -1.612)
H (-2.803, -2.445, -1.882)
H (-1.500, -2.937, -0.778)
H (-0.059, 0.357, -4.099)
H (0.612, -1.305, -4.201)
H (2.285, -2.018, -2.048)
H (3.812, 1.242, 0.789)
H (4.100, 3.896, 1.698)
H (2.387, 4.311, 1.972)
H (-1.326, 1.408, -0.605)
H (-1.996, 2.497, 0.602)
H (-0.455, 2.897, -0.173)
H (-2.152, -0.407, 0.369)
H (-1.836, -1.594, 1.659)
H (-3.038, -0.193, 3.288)
H (-4.083, -0.569, 1.916)
H (-3.350, 1.031, 2.053)
H (1.770, -0.035, 4.008)

Mulliken population analysis, charges in e, atoms 1 to 2: number 1, C, carries -1.371; number 2, C, carries 0.011